Computed, not measured: a structure of composition C24H24MoN11OS3, with ωB97M-V with the def2-TZVPD basis set.

Values from the calculation:
multiplicity = 3
gap between HOMO and LUMO (alpha / beta) = 5.145 / 4.611 eV
LUMO energy (alpha / beta) = -3.930 / -4.449 eV
energy above the lowest of the compared OMol25 structures with the same formula, charge and spin = 0.0 kcal/mol
max |F| = 3.50 eV Å⁻¹
E_tot = -2868.90840 Eh
net charge = +1
molecular weight = 674.67 g/mol

```
64
C24H24MoN11OS3 (ωB97M-V with the def2-TZVPD basis set)
Mo -0.35298 0.87357 0.99594
N -2.20800 4.30934 2.70877
C -1.74643 3.17663 2.13857
S -0.30082 2.48015 2.80504
N -2.37715 2.56149 1.09844
N -2.67429 1.21829 1.20164
C -3.90179 0.76120 1.34479
C -4.75399 -0.05478 0.47552
C -6.15365 0.14775 0.49455
C -6.92693 -0.43133 -0.50771
C -6.31499 -1.22780 -1.51910
C -4.97055 -1.53420 -1.46425
C -4.15337 -1.05106 -0.38777
O -3.00076 -1.52404 -0.20073
H -1.65575 4.82405 3.41229
H -2.83784 4.88019 2.13732
H -4.48312 1.18931 2.17304
H -6.56719 0.72454 1.33193
H -7.97908 -0.21444 -0.57453
H -6.93750 -1.45534 -2.34555
H -4.56680 -2.33533 -2.07316
N -0.61570 -3.34317 2.11526
C -0.13964 -2.10003 1.93807
S -1.15657 -0.81203 2.47370
N 1.07191 -1.86841 1.43477
N 1.26739 -0.58938 1.10448
C 2.51601 -0.14257 0.88989
C 3.73359 -0.76724 1.31953
C 4.81880 -0.03995 1.89344
C 5.86753 -0.75062 2.45212
C 5.80601 -2.13921 2.60436
C 4.86557 -2.82726 1.87561
C 3.83098 -2.14922 1.25709
C 2.62597 1.08550 0.23077
C 3.77224 1.44269 -0.49420
C 3.72951 2.62069 -1.22265
C 2.62479 3.47859 -1.07605
C 1.48891 2.94698 -0.46775
N 1.42016 1.72827 0.05084
H -1.55447 -3.44994 2.42743
H 0.01287 -4.10270 1.83039
H 4.82085 1.04766 1.87407
H 6.75859 -0.28864 2.82926
H 6.59158 -2.64486 3.13998
H 4.90020 -3.91785 1.74004
H 3.02522 -2.73764 0.75336
H 4.58314 0.68690 -0.52133
H 4.56032 2.90650 -1.89169
H 2.52683 4.42282 -1.60057
H 0.54279 3.51027 -0.52783
C 1.14794 -1.71637 -4.11966
C 0.20315 -0.63862 -3.67958
N -0.18176 0.42508 -4.34447
N -0.77492 1.23877 -3.44190
C -0.79381 0.68472 -2.20448
S -1.63638 1.41659 -0.97024
N -0.17014 -0.51548 -2.36107
N 0.01566 -1.48745 -1.39578
H 1.27480 -1.71197 -5.19231
H 0.75190 -2.68407 -3.84986
H 2.11781 -1.65440 -3.63184
H -1.07729 2.15281 -3.76879
H -0.86825 -1.79012 -1.00257
H 0.55886 -2.24383 -1.71489
```

---

Computed, not measured: a structure of composition C24H24N4O4RuS2, with ωB97M-V with the def2-TZVPD basis set.

Values from the calculation:
multiplicity = 2
gap between HOMO and LUMO (alpha / beta) = 6.767 / 6.916 eV
LUMO energy (alpha / beta) = 2.481 / 2.418 eV
energy above the lowest of the compared OMol25 structures with the same formula, charge and spin = 15.1 kcal/mol
max |F| = 1.00 eV Å⁻¹
E_tot = -2340.28790 Eh
net charge = -1
molecular weight = 597.68 g/mol

```
59
C24H24N4O4RuS2 (ωB97M-V with the def2-TZVPD basis set)
Ru -0.87980 -0.53422 -0.16395
C -4.25753 2.07266 0.55141
C -3.02860 1.49739 -0.11375
O -2.71269 0.32809 0.25110
C -2.38922 2.26734 -1.09298
C -1.32411 1.85784 -1.90730
C -0.85052 2.76945 -3.00125
N -0.71870 0.69277 -1.74990
N 0.27133 0.35998 -2.67690
C 0.81207 -0.75857 -2.34121
O 0.43573 -1.47658 -1.30955
C 1.92277 -1.30351 -3.16410
C 2.46100 -0.57631 -4.22317
C 3.50575 -1.09704 -4.96817
C 4.02656 -2.35017 -4.66580
C 3.49262 -3.07815 -3.61243
C 2.44549 -2.55708 -2.86452
H -4.44379 1.54872 1.48644
H -5.12214 1.93561 -0.10168
H -4.14143 3.13988 0.73924
H -2.79018 3.25458 -1.27663
H -1.38432 3.71700 -2.97046
H -1.00034 2.29194 -3.96996
H 0.22030 2.94018 -2.89588
H 2.04662 0.39767 -4.44611
H 3.91914 -0.52371 -5.78909
H 4.84433 -2.75511 -5.24919
H 3.89165 -4.05585 -3.37192
H 2.01456 -3.11393 -2.04345
S -1.75565 -2.56002 0.55766
C -2.08016 -2.31910 2.24025
C -2.90667 -3.18168 2.96658
C -3.12138 -2.99488 4.32226
C -3.98986 -3.89789 5.03062
N -4.68101 -4.62178 5.59711
C -2.49567 -1.92733 4.99132
C -1.66474 -1.07488 4.27460
C -1.45793 -1.25512 2.91331
S -0.37465 -0.20617 2.00643
C -2.70475 -1.70143 6.39402
N -2.87282 -1.50255 7.51484
H -3.39215 -4.00624 2.46077
H -1.17730 -0.25544 4.78820
C 2.92323 -0.95088 0.63949
O 2.41985 0.20618 0.01845
C 2.83166 1.38966 0.64239
C 2.24618 2.57229 -0.09799
O 0.84885 2.70171 0.02606
C 0.43482 3.30049 1.23104
H 4.02064 -0.98273 0.58853
H 2.50536 -1.80287 0.10962
H 2.61239 -1.00340 1.68940
H 3.93030 1.48091 0.61989
H 2.52116 1.39142 1.69776
H 2.44726 2.44398 -1.16376
H 2.74674 3.48907 0.24799
H 0.82107 4.32648 1.31012
H 0.75211 2.72968 2.10923
H -0.65340 3.32164 1.21498
```

---

Computed, not measured: the molecule C24H24N4O6, with ωB97M-V with the def2-TZVPD basis set.

Values from the calculation:
gap between HOMO and LUMO = 9.404 eV
LUMO energy = 0.564 eV
energy above the lowest of the compared OMol25 structures with the same formula, charge and spin = 0.0 kcal/mol
max |F| = 1.01 eV Å⁻¹
E_tot = -1599.54227 Eh
net charge = 0
molecular weight = 464.48 g/mol

```
58
C24H24N4O6 (ωB97M-V with the def2-TZVPD basis set)
C 0.33645 4.17601 -0.62884
H 1.40294 4.25238 -0.81926
H -0.20412 4.68541 -1.42239
H 0.11241 4.66407 0.31752
C -0.07816 2.70973 -0.57705
N -1.49318 2.58229 -0.34645
C -2.16868 1.47319 -0.69341
O -1.67958 0.59353 -1.39682
C -3.54314 1.44532 -0.17704
C -4.44174 0.39430 -0.05640
N -5.54095 0.93560 0.54462
C -5.29255 2.24371 0.75293
N -4.10333 2.58016 0.33895
H -5.99212 2.91913 1.20324
H -6.34848 0.38445 0.79684
C -4.38715 -1.07352 -0.23300
O -5.24314 -1.77793 0.28250
N -3.36319 -1.52278 -0.97828
C -2.92944 -2.89035 -0.89509
H -3.72911 -3.48042 -0.43409
C -1.66727 -3.02678 -0.04421
O -1.00992 -4.02883 0.03693
O -1.40795 -1.88712 0.59159
C -0.21202 -1.82248 1.36644
C 1.02592 -1.83138 0.50764
C 1.03579 -1.15375 -0.70515
C 2.17411 -1.15347 -1.49163
C 3.30982 -1.82580 -1.07526
C 3.30560 -2.49674 0.13526
C 2.16840 -2.50168 0.92334
H 2.16296 -3.03580 1.86255
H 4.18868 -3.02484 0.46281
H 4.19745 -1.82589 -1.69002
H 2.17186 -0.62847 -2.43546
H 0.14674 -0.63484 -1.03236
H -0.18967 -2.65861 2.07347
H -0.29436 -0.87401 1.90759
H -2.71961 -3.29818 -1.88810
H -2.66472 -0.83660 -1.28213
H -1.95250 3.21471 0.29357
C 0.69527 1.96772 0.52191
O 0.18454 1.48084 1.49590
O 1.99395 1.94818 0.25352
C 2.84090 1.29037 1.19493
C 4.14781 0.89950 0.56387
C 5.01432 0.07972 1.27661
C 6.22511 -0.29971 0.72877
C 6.58121 0.13408 -0.53770
C 5.72198 0.95187 -1.24928
C 4.51020 1.33618 -0.70056
H 3.83764 1.97050 -1.25585
H 5.99428 1.29320 -2.23718
H 7.52544 -0.16600 -0.96723
H 6.89174 -0.93830 1.28903
H 4.73229 -0.26308 2.26138
H 2.32390 0.40277 1.57906
H 3.01475 1.97171 2.03938
H 0.15051 2.20964 -1.52609
```

---

Q: Which of these has the lowest max |F|?
A: C24H24N4O4RuS2